--- one ---
{"formula": "C2H5N2S", "method": "the ωB97M-V functional and the def2-TZVPD basis", "total_charge": 1, "spin_multiplicity": 1, "e_homo_ev": -14.537, "species": ["C", "C", "N", "N", "S", "H", "H", "H", "H", "H"], "coordinates": [[-0.95964, -0.12560, 0.20774], [2.25486, -0.60414, 0.57995], [-1.89189, 0.52473, -0.48483], [0.30765, 0.05382, 0.03044], [3.13315, 0.16020, -0.42021], [-1.36332, -0.90219, 0.93415], [2.27894, -1.31231, 1.39657], [-2.85640, 0.09809, -0.52439], [-1.56251, 1.41989, -1.01751], [0.65916, 0.68749, -0.70192]]}

=====

--- two ---
{"formula": "C2H5N2S", "method": "the ωB97M-V functional and the def2-TZVPD basis", "total_charge": 1, "spin_multiplicity": 1, "e_homo_ev": -13.704, "smiles": "[NH2+]=CNC=S", "species": ["C", "C", "N", "N", "S", "H", "H", "H", "H", "H"], "coordinates": [[0.75677, 0.56808, 0.07347], [-1.41698, -0.40704, -0.28315], [-0.51226, 0.52682, -0.06306], [1.56293, -0.42638, 0.07712], [-2.95217, -0.03623, 0.06758], [1.06254, 1.56087, 0.48347], [-1.15467, -1.48563, -0.48793], [1.16083, -1.20792, -0.39217], [-0.98081, 1.44692, 0.21753], [2.47383, -0.53948, 0.30713]]}

=====

--- three ---
{"formula": "C2H5N2S", "method": "the ωB97M-V functional and the def2-TZVPD basis", "total_charge": 1, "spin_multiplicity": 1, "e_homo_ev": -12.252, "species": ["C", "C", "N", "N", "S", "H", "H", "H", "H", "H"], "coordinates": [[1.98497, 0.39979, 0.07397], [-0.46428, -0.35338, -0.53652], [2.79015, 1.06576, -0.43318], [-1.76231, -0.18856, 0.22553], [0.88033, -0.64299, 0.79304], [-0.48091, -1.29713, -1.20614], [3.52685, 1.71294, -0.35842], [-1.97415, -1.00723, 0.86694], [-2.63137, -0.33412, -0.31938], [-1.86929, 0.64494, 0.89414]]}

=====

Quick ranking, most stable first: two, one, three.

=====

--- one ---
{"formula": "H2N2O3", "method": "the ωB97M-V functional and the def2-TZVPD basis", "spin_multiplicity": 1, "e_homo_ev": [-9.090, -9.281], "species": ["N", "N", "O", "O", "O", "H", "H"], "coordinates": [[0.50780, -0.58715, 1.51796], [0.54251, -0.67452, 0.30797], [0.57438, 0.33567, 2.24646], [-0.69236, 1.22673, -1.05742], [0.21842, 0.22820, -1.22297], [0.40848, -1.44888, -0.35988], [-1.55922, 0.91996, -1.43211]]}

=====

--- two ---
{"formula": "H2N2O3", "method": "the ωB97M-V functional and the def2-TZVPD basis", "spin_multiplicity": 1, "e_homo_ev": [-9.427, -9.745], "species": ["N", "N", "O", "O", "O", "H", "H"], "coordinates": [[0.66126, 0.59882, -0.21374], [-1.34790, -0.05898, -0.03781], [-2.07321, 0.82205, 0.13427], [-1.41836, -1.22649, -0.16084], [1.41622, -0.48398, 0.20250], [0.85790, 1.21756, 0.60033], [1.90409, -0.86899, -0.52471]]}

=====

--- three ---
{"formula": "H2N2O3", "method": "the ωB97M-V functional and the def2-TZVPD basis", "spin_multiplicity": 1, "e_homo_ev": [-10.022, -9.536], "smiles": "[O-]/[N+](O)=N\\O", "species": ["N", "N", "O", "O", "O", "H", "H"], "coordinates": [[-1.08664, -0.10380, 0.39384], [0.20649, 0.10612, -0.35570], [1.56845, 0.21617, -0.23016], [-0.90054, -0.30818, 1.70038], [-0.17178, 0.17508, -1.63128], [-0.21450, 0.16847, 2.18016], [0.59850, -0.25386, -2.05724]]}

=====

--- four ---
{"formula": "H2N2O3", "method": "the ωB97M-V functional and the def2-TZVPD basis", "spin_multiplicity": 1, "e_homo_ev": [-7.483, -7.481], "species": ["N", "N", "O", "O", "O", "H", "H"], "coordinates": [[0.23346, -2.36359, 0.91658], [-0.17566, -0.64182, -0.72297], [1.42243, -2.43770, 0.78766], [-0.76771, 0.19973, 0.19539], [1.12797, -0.54339, -0.71381], [-1.55874, 0.47221, -0.12125], [1.38456, -0.08356, 0.07457]]}

=====

Quick ranking, most stable first: two, three, four, one.

=====

--- one ---
{"formula": "H2N2O3", "method": "the ωB97M-V functional and the def2-TZVPD basis", "spin_multiplicity": 1, "e_homo_ev": -10.339, "smiles": "O=NONO", "species": ["N", "N", "O", "O", "O", "H", "H"], "coordinates": [[0.66281, 0.43885, 0.30955], [-1.46213, -0.29492, 0.27357], [1.46962, -0.45744, -0.30162], [-2.57659, -0.13957, 0.03910], [-0.60945, 0.46550, -0.48485], [1.26920, 1.31782, 0.05954], [1.24654, -1.33024, 0.10472]]}

=====

--- two ---
{"formula": "H2N2O3", "method": "the ωB97M-V functional and the def2-TZVPD basis", "spin_multiplicity": 1, "e_homo_ev": -9.725, "smiles": "O=NNOO", "species": ["N", "N", "O", "O", "O", "H", "H"], "coordinates": [[-0.81097, -0.84064, -1.47236], [-0.62507, 0.04773, -0.56004], [-1.93506, -1.19642, -1.76759], [1.03748, 0.18651, 0.93610], [0.68400, 0.60211, -0.37964], [-1.31410, 0.44261, 0.17082], [1.74120, -0.52368, 0.97142]]}

=====

Quick ranking, most stable first: one, two.